The following is a DFT calculation (ωB97M-V with the def2-TZVPD basis set) of a structure of composition C38H50CsN10O4P2S3.

Geometry as ORCA input:
```
! wB97M-V def2-TZVPD RIJCOSX def2/J DEFGRID3
* xyz -2 2
Cs 1.69 -0.19 0.97
O 3.90 1.37 -0.13
N 4.06 2.65 0.05
C 4.22 3.10 1.32
C 4.38 4.42 1.63
C 4.38 5.35 0.58
C 4.21 4.89 -0.70
C 4.05 3.53 -1.02
S 3.88 2.98 -2.62
H 4.18 2.31 2.05
H 4.50 4.71 2.66
H 4.49 6.41 0.78
H 4.20 5.58 -1.54
C 3.37 -0.32 -4.39
N 3.46 -1.17 -3.21
C 4.58 -0.82 -2.32
P 2.19 -2.03 -2.64
O 2.30 -2.32 -1.20
O 0.90 -1.27 -3.19
P -0.33 -0.35 -2.68
O -0.13 0.17 -1.32
N -0.44 0.85 -3.80
C 0.27 2.10 -3.55
C -0.59 0.52 -5.21
N -1.61 -1.34 -3.00
C -1.55 -2.74 -2.55
C -2.93 -0.74 -2.78
N 2.00 -3.46 -3.50
C 1.80 -3.40 -4.93
C 2.94 -4.51 -3.12
H 4.28 -0.43 -4.99
H 3.28 0.73 -4.09
H 2.52 -0.59 -5.00
H 5.51 -0.94 -2.88
H 4.58 -1.49 -1.46
H 4.49 0.21 -1.97
H 0.40 2.25 -2.48
H -0.32 2.93 -3.95
H 1.25 2.11 -4.02
H -1.15 -0.41 -5.32
H 0.38 0.42 -5.70
H -1.15 1.32 -5.71
H -0.57 -3.16 -2.73
H -2.28 -3.31 -3.14
H -1.83 -2.83 -1.50
H -2.92 0.30 -3.10
H -3.23 -0.81 -1.73
H -3.66 -1.29 -3.38
H 1.04 -2.66 -5.18
H 1.45 -4.37 -5.28
H 2.72 -3.15 -5.48
H 3.03 -4.54 -2.04
H 3.94 -4.36 -3.56
H 2.56 -5.47 -3.47
N -8.29 -1.50 2.00
C -7.88 -2.47 1.06
S -9.08 -3.49 0.42
C -6.51 -2.49 0.72
C -5.95 -3.46 -0.15
C -4.60 -3.46 -0.42
N -3.71 -2.57 0.08
C -4.23 -1.63 0.88
C -5.56 -1.54 1.22
H -9.21 -1.72 2.35
H -7.62 -1.35 2.75
H -6.60 -4.21 -0.59
H -4.19 -4.22 -1.08
H -3.53 -0.89 1.27
H -5.87 -0.72 1.85
N 1.94 1.97 3.50
C 2.24 0.97 4.29
N 1.89 -0.30 4.07
C 2.30 -1.12 5.08
C 2.06 -2.50 5.14
C 2.52 -3.24 6.22
C 3.24 -2.64 7.25
C 3.49 -1.27 7.21
C 3.02 -0.53 6.14
S 3.17 1.18 5.83
H 0.23 2.00 2.58
H 2.31 2.85 3.86
H 1.50 -2.97 4.34
H 2.33 -4.30 6.25
H 3.59 -3.23 8.09
H 4.04 -0.79 8.01
C -3.86 0.26 4.13
C -2.56 -0.24 4.23
C -1.52 0.34 3.52
C -1.75 1.46 2.71
C -3.04 1.96 2.62
C -4.08 1.36 3.32
N -0.65 2.01 2.05
C -0.66 2.88 0.96
C -1.68 2.88 0.01
C -1.63 3.75 -1.07
C -0.55 4.62 -1.24
C 0.49 4.57 -0.32
C 0.44 3.73 0.77
H -4.67 -0.22 4.65
H -2.36 -1.10 4.85
H -0.52 -0.07 3.61
H -3.25 2.84 2.02
H -5.08 1.77 3.22
H -2.49 2.17 0.08
H -2.43 3.73 -1.80
H -0.51 5.28 -2.09
H 1.36 5.20 -0.46
H 1.25 3.69 1.48
*
```

Values from the calculation:
Orbital gap (spin up / spin down): 3.910 / 6.123 eV
Highest occupied orbital energy (spin up / spin down): -0.581 / -2.794 eV
⟨S²⟩: 0.766
Energy: -114948.053 eV
LUMO (spin up / spin down): 0.1224 / 0.1223 hartree
Energy relative to the best compared isomer or geometry (same formula, charge and spin): 0.000 eV

Mulliken population analysis, charges in e, atoms 1 to 5: 1.269 -0.615 0.361 -0.492 -0.765